Entry 1:
A molecular structure, C60H55MnN6O5PS. Source: OMol25; level of theory: wB97M-V/def2-TZVPD.

- LUMO energy (spin up / spin down) (eV) = -6.569 / -5.545
- HOMO (spin up / spin down) (eV) = -11.9 / -11.9
- <S²> = 0.868
- spin multiplicity = 2
- electronic energy (Eh) = -4914.06447
- charge = +2

Each line ends with the Mulliken charge.
Positions of all 129 atoms, in Å:
Mn -0.959 0.482 0.307  0.512
C 5.155 -2.814 4.622  -1.140
O 3.880 -2.477 4.088  -0.286
C 2.822 -3.258 4.430  0.439
C 2.885 -4.394 5.222  -0.556
C 1.741 -5.141 5.468  -0.790
C 0.531 -4.767 4.912  -1.214
C 0.458 -3.626 4.127  -0.096
C 1.590 -2.854 3.899  0.500
N 1.606 -1.719 3.061  0.162
C 0.536 -1.020 2.599  0.346
N -0.441 -0.815 3.468  0.147
C -1.678 -0.236 3.221  -0.276
C -1.961 0.526 2.097  0.725
C -3.172 1.217 2.123  0.585
C -4.093 1.059 3.135  -1.463
C -3.847 0.188 4.190  -0.804
C -2.624 -0.445 4.247  1.226
O -2.210 -1.274 5.236  -0.415
C -3.150 -1.631 6.244  -1.019
N 0.477 -0.606 1.335  0.159
C 1.499 -1.252 0.553  -0.418
C 1.219 -2.447 0.008  -0.368
C 2.076 -3.288 -0.809  -1.721
C 3.302 -3.004 -1.256  -1.076
C 3.300 -0.407 -0.989  -0.917
C 2.863 -0.595 0.490  0.242
O 2.956 0.448 1.422  -0.321
C 2.953 1.783 0.948  -0.284
H 5.835 -2.037 4.288  0.270
H 5.498 -3.782 4.250  0.435
H 5.129 -2.826 5.713  0.459
H 3.826 -4.711 5.649  0.476
H 1.807 -6.026 6.085  0.419
H -0.357 -5.359 5.082  0.427
H -0.485 -3.353 3.673  0.531
H 2.522 -1.421 2.761  0.069
H -0.313 -1.171 4.407  0.486
H -3.388 1.916 1.335  0.249
H -5.022 1.613 3.112  0.515
H -4.594 0.042 4.956  0.450
H -2.612 -2.275 6.933  0.281
H -3.991 -2.177 5.811  0.404
H -3.519 -0.756 6.780  0.381
H 0.217 -2.830 0.176  0.626
H 1.632 -4.228 -1.112  0.507
H 3.814 -3.732 -1.873  0.569
H 4.027 0.399 -1.083  1.422
H 3.864 2.009 0.386  0.413
H 2.928 2.410 1.836  0.507
H 2.070 1.981 0.339  -0.255
S 0.212 4.808 0.364  -0.300
C 0.144 4.267 1.988  -0.692
C -0.230 2.967 2.078  -0.763
C -0.485 2.354 0.815  0.800
C -0.291 3.262 -0.213  1.075
C -0.513 3.007 -1.622  0.403
C -0.120 3.851 -2.661  -0.959
C -0.372 3.464 -3.964  -0.884
C -1.024 2.261 -4.198  -1.290
C -1.416 1.504 -3.107  -0.543
N -1.167 1.868 -1.858  1.340
H 0.386 4.952 2.784  0.515
H -0.324 2.452 3.022  0.506
H 0.381 4.783 -2.439  0.526
H -0.055 4.086 -4.789  0.515
H -1.245 1.924 -5.200  0.507
H -1.961 0.575 -3.237  0.273
C -6.937 1.549 -2.264  -1.035
N -5.847 0.697 -1.829  -0.159
N -4.723 1.188 -1.196  1.330
C -3.835 0.143 -1.024  -0.175
O -2.683 0.199 -0.491  -0.835
C -4.456 -0.992 -1.586  -1.211
C -5.684 -0.611 -2.073  0.632
C -6.749 -1.401 -2.741  -1.671
C -4.805 2.481 -0.587  -1.061
C -5.752 2.675 0.416  0.526
C -5.863 3.913 1.020  -0.826
C -5.041 4.959 0.619  -0.606
C -4.125 4.768 -0.403  -0.733
C -4.011 3.528 -1.019  -0.150
H -6.623 2.587 -2.241  0.385
H -7.810 1.435 -1.621  0.340
H -7.214 1.291 -3.285  0.444
H -4.024 -1.976 -1.624  0.546
H -6.482 -2.453 -2.768  0.393
H -6.906 -1.056 -3.764  0.361
H -7.693 -1.294 -2.205  0.353
H -6.379 1.847 0.726  0.625
H -6.592 4.058 1.806  0.474
H -5.126 5.925 1.099  0.454
H -3.504 5.586 -0.740  0.469
H -3.320 3.377 -1.833  0.470
O 0.634 0.156 -1.395  0.347
P 1.902 -0.089 -2.171  1.287
C 2.456 1.322 -3.174  0.713
C 2.429 1.280 -4.567  -0.638
C 2.889 2.361 -5.304  -0.898
C 3.369 3.491 -4.656  -0.679
C 3.393 3.542 -3.270  -1.093
C 2.935 2.463 -2.532  -0.531
C 1.716 -1.429 -3.356  0.631
C 2.814 -1.843 -4.106  -0.549
C 2.690 -2.923 -4.962  -1.086
C 1.469 -3.577 -5.076  -0.754
C 0.361 -3.127 -4.373  -0.768
C 0.485 -2.049 -3.509  -0.815
C 4.083 -1.782 -0.886  2.370
C 4.030 -1.609 0.658  0.092
C 5.254 -0.982 1.246  -1.672
C 6.390 -0.860 0.563  -0.992
C 6.507 -1.313 -0.823  -0.795
C 5.452 -1.760 -1.498  -1.285
H 2.066 0.399 -5.078  0.488
H 2.889 2.314 -6.385  0.469
H 3.731 4.332 -5.233  0.417
H 3.775 4.418 -2.762  0.520
H 2.964 2.496 -1.450  0.229
H 3.759 -1.321 -4.001  0.721
H 3.540 -3.258 -5.541  0.460
H 1.383 -4.439 -5.725  0.439
H -0.594 -3.620 -4.497  0.464
H -0.355 -1.687 -2.927  0.359
H 3.771 -2.515 1.215  0.505
H 5.177 -0.668 2.280  0.770
H 7.267 -0.439 1.037  0.493
H 7.485 -1.278 -1.285  0.483
H 5.549 -2.130 -2.512  0.419

=====

Entry 2:
C5H13N3 in the gas phase. Source: OMol25; level of theory: wB97M-V/def2-TZVPD.

- LUMO energy (eV) = 0.885
- HOMO (eV) = -7.7
- SMILES string = C/C(N)=C(/N)N(C)C
- energy relative to the best compared isomer or geometry (same formula, charge and spin) (kJ/mol) = 228.05
- spin multiplicity = 1
- electronic energy (Eh) = -362.49542

Each line ends with the Mulliken charge.
Positions of all 21 atoms, in Å:
C 1.564 -1.628 -0.270  -1.235
C 1.316 -0.178 -0.091  0.467
N 2.654 0.659 -0.108  -0.606
C 0.297 0.596 0.127  0.190
N 0.044 1.938 0.315  -0.474
N -0.967 -0.433 -0.022  0.040
C -1.654 -0.217 -1.275  -1.038
C -1.850 -0.326 1.116  -0.994
H 2.313 -1.782 -1.044  0.365
H 0.652 -2.139 -0.566  0.335
H 1.916 -2.075 0.661  0.262
H 3.233 0.476 0.704  0.175
H 2.517 1.655 -0.230  0.215
H -0.884 2.167 0.645  0.167
H 0.645 2.699 0.603  0.190
H -2.114 0.785 -1.351  0.352
H -0.945 -0.329 -2.094  0.276
H -2.456 -0.953 -1.395  0.359
H -2.364 0.651 1.188  0.325
H -2.631 -1.089 1.051  0.325
H -1.284 -0.478 2.035  0.302

=====

Entry 3:
A molecular structure, C43H51CrN3O7P2S4. Source: OMol25; level of theory: wB97M-V/def2-TZVPD.

- LUMO energy (spin up / spin down) (eV) = 4.140 / 4.140
- HOMO (spin up / spin down) (eV) = -0.8 / -1.0
- <S²> = 6.014
- energy relative to the best compared isomer or geometry (same formula, charge and spin) (kJ/mol) = 9.32
- spin multiplicity = 5
- electronic energy (Eh) = -5680.22277
- charge = -2

Each line ends with the Mulliken charge.
Positions of all 111 atoms, in Å:
Cr 0.402 -0.011 -0.526  0.685
O 0.564 -0.174 1.520  0.878
P -0.516 0.261 2.493  0.380
C -2.201 0.826 1.791  -1.498
P -2.853 -0.015 0.302  0.867
O -1.856 -0.504 -0.683  -0.046
C -3.891 1.282 -0.427  0.323
C -3.417 1.953 -1.559  -0.716
C -4.184 2.927 -2.164  -0.412
C -5.449 3.240 -1.665  -0.668
C -5.934 2.558 -0.552  -0.639
C -5.164 1.593 0.065  -0.608
C -4.055 -1.312 0.718  1.215
C -4.838 -1.307 1.873  -0.271
C -5.863 -2.222 2.024  -0.788
C -6.138 -3.141 1.024  -0.643
C -5.363 -3.149 -0.135  -0.660
C -4.337 -2.241 -0.284  -1.051
C -1.363 -1.479 2.708  0.187
C -2.121 -1.807 3.832  -0.675
C -2.791 -3.014 3.924  -0.807
C -2.730 -3.924 2.880  -0.762
C -1.993 -3.613 1.751  -0.221
C -1.312 -2.408 1.673  0.258
C -0.093 0.257 4.303  0.277
C 1.041 -0.410 4.740  -0.513
C 1.463 -0.285 6.056  -0.643
C 0.735 0.475 6.955  -0.545
C -0.431 1.106 6.534  -0.781
C -0.836 1.000 5.220  -0.221
H -2.147 1.878 1.502  0.094
H -2.913 0.737 2.616  1.019
H -2.436 1.690 -1.936  0.437
H -3.814 3.453 -3.037  0.472
H -6.055 4.005 -2.135  0.351
H -6.926 2.783 -0.173  0.400
H -5.546 1.057 0.925  0.348
H -4.621 -0.606 2.667  0.384
H -6.450 -2.219 2.935  0.383
H -6.950 -3.847 1.142  0.362
H -5.577 -3.870 -0.914  0.418
H -3.728 -2.235 -1.178  0.396
H -2.181 -1.107 4.659  0.345
H -3.368 -3.246 4.812  0.395
H -3.264 -4.864 2.949  0.338
H -1.955 -4.303 0.919  0.490
H -0.688 -2.209 0.813  0.000
H 1.599 -1.012 4.034  0.213
H 2.370 -0.784 6.380  0.388
H 1.074 0.598 7.977  0.334
H -1.008 1.697 7.236  0.364
H -1.714 1.533 4.878  0.322
C 7.235 -0.742 1.100  -1.486
C 5.893 -1.333 0.772  1.425
C 5.792 -2.371 -0.148  -0.998
C 4.554 -2.889 -0.480  -0.328
C 3.409 -2.378 0.101  -0.463
C 3.491 -1.361 1.036  -0.646
C 4.734 -0.848 1.368  -1.205
S 1.838 -3.085 -0.398  1.358
O 2.170 -4.074 -1.419  -0.891
O 1.252 -3.643 0.798  -0.877
N 1.019 -1.866 -1.058  0.172
C 0.315 -2.231 -2.275  -0.843
C 0.208 -0.993 -3.173  0.523
O 0.181 -1.130 -4.403  -0.893
O 0.196 0.116 -2.558  -0.241
H 8.032 -1.333 0.652  0.360
H 7.391 -0.704 2.177  0.351
H 7.298 0.278 0.719  0.262
H 6.684 -2.777 -0.610  0.266
H 4.450 -3.703 -1.182  0.529
H 2.587 -0.982 1.493  0.914
H 4.802 -0.045 2.090  0.441
H -0.709 -2.570 -2.049  -0.044
H 0.832 -3.041 -2.800  0.643
O -0.359 1.878 -0.234  -0.027
S 0.487 3.017 0.267  0.585
C 0.872 3.839 -1.437  -0.063
C 0.053 5.107 -1.587  -1.008
C -1.210 4.878 -0.767  0.142
C -0.751 4.350 0.573  -0.918
H 0.604 3.083 -2.171  -0.340
H 1.946 4.015 -1.448  0.608
H -0.191 5.329 -2.633  0.382
H 0.598 5.962 -1.175  0.310
H -1.820 4.116 -1.252  -0.414
H -1.808 5.789 -0.663  0.523
H -1.549 3.903 1.158  0.378
H -0.237 5.091 1.185  0.495
C 2.638 2.198 -5.904  -1.582
C 1.988 1.662 -4.632  0.482
N 2.937 1.675 -3.514  -0.284
C 2.896 0.680 -2.559  0.112
S 2.726 1.079 -0.922  -0.446
N 3.127 -0.599 -2.908  0.556
C 3.467 -1.068 -4.231  -0.093
C 4.421 -2.253 -4.110  -1.476
H 1.930 2.119 -6.727  0.394
H 3.532 1.627 -6.149  0.284
H 2.919 3.244 -5.790  0.362
H 1.618 0.652 -4.797  -0.070
H 1.115 2.277 -4.386  0.112
H 2.934 2.566 -3.034  0.578
H 2.725 -1.276 -2.259  -1.097
H 3.950 -0.238 -4.750  0.303
H 2.573 -1.363 -4.794  0.233
H 5.315 -1.960 -3.562  0.304
H 4.714 -2.614 -5.096  0.455
H 3.930 -3.058 -3.566  0.294
S 0.078 2.403 2.660  -0.558

=====

Entry 4:
C28H26N4O4 in the gas phase. Source: OMol25; level of theory: wB97M-V/def2-TZVPD.

- LUMO energy (eV) = 0.312
- HOMO (eV) = -8.5
- SMILES string = Cc1cccc(NC(=O)c2nc[nH]c2C(=O)N[C@@H](Cc2ccccc2)C(=O)OCc2ccccc2)c1
- energy relative to the best compared isomer or geometry (same formula, charge and spin) (kJ/mol) = 0.00
- spin multiplicity = 1
- electronic energy (Eh) = -1602.68525

Each line ends with the Mulliken charge.
Positions of all 62 atoms, in Å:
C 6.101 -1.441 4.326  -1.458
C 5.349 -1.061 3.087  0.693
C 6.014 -0.956 1.869  -0.499
C 5.326 -0.604 0.724  -0.825
C 3.966 -0.349 0.763  -0.519
C 3.290 -0.449 1.974  0.489
N 1.922 -0.210 2.102  -0.030
C 1.012 0.149 1.171  0.367
O 1.248 0.334 -0.019  -0.785
C -0.328 0.287 1.764  1.570
N -0.493 0.108 3.111  -0.713
C -1.766 0.259 3.347  -0.743
N -2.450 0.530 2.220  0.173
C -1.560 0.559 1.188  -0.517
C -2.100 0.740 -0.177  0.004
O -3.312 0.735 -0.345  -0.733
N -1.189 0.906 -1.147  0.009
C -1.582 0.747 -2.529  0.428
C -0.382 0.997 -3.452  -1.389
C 0.073 2.426 -3.344  0.314
C -0.532 3.412 -4.113  -0.308
C -0.139 4.734 -3.999  -0.622
C 0.863 5.084 -3.111  -0.377
C 1.468 4.108 -2.338  -0.815
C 1.076 2.786 -2.453  -0.130
C -2.120 -0.676 -2.726  0.099
O -3.013 -0.986 -3.464  -0.648
O -1.429 -1.513 -1.955  -0.132
C -1.950 -2.822 -1.704  -1.296
C -2.357 -2.845 -0.254  0.806
C -1.391 -3.006 0.731  -0.360
C -1.737 -2.933 2.069  -0.523
C -3.051 -2.688 2.430  -0.551
C -4.016 -2.513 1.452  -0.718
C -3.670 -2.586 0.114  -0.272
C 3.989 -0.805 3.127  -0.561
H 6.874 -0.705 4.539  0.326
H 6.589 -2.405 4.191  0.334
H 5.436 -1.505 5.184  0.348
H 7.076 -1.153 1.825  0.416
H 5.851 -0.526 -0.216  0.384
H 3.432 -0.076 -0.130  0.513
H 1.529 -0.301 3.035  0.315
H -2.216 0.185 4.317  0.467
H -3.442 0.660 2.078  0.284
H -0.206 0.740 -0.911  0.305
H -2.400 1.440 -2.759  0.481
H -0.684 0.770 -4.477  0.612
H 0.422 0.320 -3.160  0.474
H -1.315 3.141 -4.808  0.404
H -0.615 5.491 -4.605  0.382
H 1.172 6.116 -3.022  0.382
H 2.250 4.376 -1.642  0.398
H 1.551 2.030 -1.847  0.451
H -2.797 -3.006 -2.372  0.473
H -1.145 -3.532 -1.909  0.379
H -0.364 -3.183 0.446  0.434
H -0.981 -3.058 2.829  0.389
H -3.321 -2.631 3.475  0.474
H -5.040 -2.314 1.730  0.417
H -4.419 -2.432 -0.648  0.389
H 3.455 -0.880 4.064  0.339